Computed, not measured: a molecular structure, C21H28F5O2Y in a non-equilibrium geometry, with ωB97M-V/def2-TZVPD.

Highest occupied orbital energy, eV: -8.055
LUMO, eV: 0.3
E_tot, a.u.: -1505.13634
HOMO-LUMO gap, Eh: 0.307

Each line ends with the Löwdin charge.
Positions of all 57 atoms, in Å:
O: 0.155 -0.044 -4.359  -0.130
C: 0.083 1.274 -4.989  -0.153
C: -0.118 0.713 -6.399  -0.074
H: 1.025 1.823 -4.866  0.120
H: -0.764 1.853 -4.607  0.116
C: 0.042 -0.656 -5.683  -0.570
H: 0.678 0.952 -7.106  0.112
H: -1.112 0.892 -6.818  0.113
C: 1.322 -1.361 -6.090  -0.026
H: 2.175 -0.674 -6.044  0.090
H: 1.239 -1.750 -7.115  0.095
H: 1.512 -2.208 -5.421  0.089
C: -1.167 -1.566 -5.816  -0.022
H: -2.087 -1.049 -5.522  0.089
H: -1.032 -2.454 -5.184  0.089
H: -1.271 -1.904 -6.855  0.093
Y: -0.175 -0.135 2.988  1.422
C: -2.209 -0.807 4.429  -0.201
C: -2.093 0.598 4.618  -0.170
C: -2.363 1.234 3.365  -0.184
H: -1.936 1.102 5.573  0.112
C: -2.623 0.215 2.394  -0.209
C: -2.520 -1.053 3.053  -0.214
H: -2.715 -2.025 2.595  0.108
H: -2.139 -1.552 5.222  0.109
H: -2.461 2.309 3.202  0.110
H: -2.945 0.380 1.364  0.105
C: 0.896 -1.782 4.682  -0.164
C: 0.120 -2.563 3.774  -0.205
C: 0.681 -2.429 2.466  -0.212
H: -0.713 -3.213 4.040  0.109
C: 1.837 -1.587 2.572  -0.203
C: 1.972 -1.204 3.944  -0.184
H: 2.816 -0.677 4.373  0.097
H: 0.756 -1.711 5.762  0.116
H: 0.344 -2.944 1.566  0.104
H: 2.542 -1.359 1.771  0.110
O: 0.072 0.432 0.714  -0.296
C: -0.253 -0.570 -0.309  -0.158
C: -0.484 0.222 -1.574  -0.154
H: -1.136 -1.136 0.018  0.121
H: 0.601 -1.254 -0.385  0.123
C: 0.309 1.524 -1.396  -0.145
H: -1.554 0.449 -1.660  0.125
H: -0.175 -0.316 -2.464  0.088
C: 0.342 1.758 0.104  -0.122
H: -0.139 2.359 -1.939  0.116
H: 1.333 1.388 -1.761  0.121
H: -0.442 2.445 0.449  0.128
H: 1.313 2.098 0.479  0.122
F: 0.271 2.953 3.293  -0.029
C: 0.859 1.970 4.091  -0.391
F: 0.442 2.220 5.381  0.000
C: 2.362 2.168 4.033  -0.563
F: 2.714 3.459 4.205  0.132
F: 2.956 1.435 5.018  0.105
F: 2.859 1.756 2.819  0.092

Cartesian forces, eV/Å:
O -0.041 0.439 -1.524
C 0.048 0.303 0.309
C -0.014 -0.289 0.699
H -0.230 -0.037 0.163
H 0.234 -0.033 0.092
C -0.059 -0.261 -1.036
H -0.232 -0.031 0.012
H 0.260 -0.028 -0.016
C 0.101 -0.225 0.172
H -0.129 -0.141 0.023
H -0.013 0.160 0.265
H 0.048 0.118 -0.086
C 0.078 -0.164 0.276
H 0.164 -0.089 -0.003
H -0.136 0.156 -0.084
H 0.051 0.116 0.201
Y 0.372 1.446 0.619
C -0.498 0.459 -0.266
C -0.662 -0.244 -0.453
C -0.424 -0.496 -0.068
H 0.157 -0.190 -0.486
C -0.521 0.099 0.798
C -0.478 0.490 0.218
H 0.146 0.359 0.199
H 0.122 0.262 -0.404
H 0.292 -0.423 0.032
H 0.259 -0.065 0.347
C 0.356 -0.527 -0.680
C 0.768 -0.193 -0.203
C 0.530 -0.264 0.651
H 0.179 0.403 -0.138
C 0.150 -0.631 0.667
C -0.002 -0.794 -0.466
H -0.369 0.072 -0.188
H -0.041 0.067 -0.449
H 0.039 0.203 0.304
H -0.305 0.040 0.272
O 0.030 0.237 -0.511
C 0.402 0.395 0.354
C -0.503 0.143 0.095
H 0.224 0.205 0.018
H -0.107 0.135 0.025
C 0.387 -0.327 -0.062
H 0.115 -0.002 -0.055
H -0.131 0.045 0.195
C -0.334 -0.452 0.435
H 0.068 -0.084 0.111
H -0.153 0.032 -0.047
H 0.161 -0.209 -0.014
H -0.236 -0.084 -0.034
F 0.276 0.519 -0.069
C -0.576 -2.004 -0.643
F 0.307 0.431 0.069
C -0.300 0.312 0.414
F 0.463 -0.366 -0.143
F -0.070 0.671 -0.833
F -0.222 0.333 0.926